# C28H49F2NO3SSi2Sn

A molecular structure, C28H49F2NO3SSi2Sn at a distorted geometry (ωB97M-V/def2-TZVPD, the Open Molecules 2025 dataset).

Properties
multiplicity = 1
Kohn-Sham gap = 0.1366 hartree
HOMO energy = -13.43 eV
charge = +2

Atoms and positions in Å:
C  2.921  -5.622  -0.307
C  2.413  -5.531  -1.749
C  1.192  -4.618  -1.853
C  -0.003  -4.998  -0.965
C  -0.774  -3.741  -0.492
C  -0.889  -3.543  1.039
C  0.314  -2.797  1.663
C  -0.060  -1.632  2.644
C  -0.013  -0.190  2.048
C  -0.750  -0.156  0.696
Si  -0.979  1.617  0.115
C  -2.356  2.457  1.018
C  -3.767  1.944  0.781
C  -4.821  2.769  1.164
C  -6.134  2.368  1.021
C  -6.455  1.121  0.496
C  -7.895  0.724  0.402
C  -5.420  0.298  0.089
C  -4.106  0.715  0.246
O  0.391  2.405  0.533
Si  1.662  2.621  -0.573
C  1.403  4.051  -1.762
C  2.130  1.083  -1.578
C  2.458  -0.188  -0.771
C  3.949  -0.525  -0.743
S  4.327  -1.642  0.662
C  3.155  3.065  0.471
C  3.323  2.133  1.692
C  3.086  4.519  0.984
C  4.468  5.155  1.060
N  -1.196  1.565  -1.753
C  -1.669  0.393  -2.132
O  -0.981  -0.657  -1.947
F  -2.864  0.221  -2.583
C  -1.783  2.716  -2.361
O  -1.776  3.769  -1.903
F  -2.266  2.463  -3.544
H  2.294  -6.321  0.236
H  3.958  -5.914  -0.268
H  2.770  -4.662  0.180
H  2.238  -6.511  -2.176
H  3.219  -5.085  -2.326
H  1.549  -3.608  -1.639
H  0.892  -4.639  -2.934
H  -0.665  -5.594  -1.587
H  0.285  -5.614  -0.127
H  -1.799  -3.802  -0.884
H  -0.307  -2.883  -0.963
H  -1.792  -2.968  1.186
H  -0.998  -4.527  1.475
H  0.947  -2.371  0.893
H  0.908  -3.511  2.222
H  0.563  -1.634  3.531
H  -1.081  -1.802  2.973
H  0.996  0.195  1.967
H  -0.570  0.479  2.700
H  -0.213  -0.738  -0.033
H  -1.702  -0.634  0.889
H  -2.124  2.378  2.080
H  -2.363  3.519  0.799
H  -4.628  3.735  1.601
H  -6.918  3.027  1.354
H  -8.155  0.260  1.352
H  -8.534  1.591  0.309
H  -8.075  -0.027  -0.357
H  -5.629  -0.674  -0.324
H  -3.337  0.020  -0.071
H  2.396  4.449  -1.943
H  0.738  4.813  -1.380
H  1.070  3.684  -2.731
H  3.048  1.365  -2.093
H  1.422  0.877  -2.383
H  2.097  -0.155  0.248
H  1.959  -1.033  -1.249
H  4.503  0.385  -0.544
H  4.281  -1.041  -1.632
H  3.234  -1.502  1.419
H  4.052  2.956  -0.141
H  3.925  1.255  1.486
H  3.875  2.680  2.450
H  2.374  1.877  2.154
H  2.434  5.173  0.412
H  2.723  4.479  2.006
H  4.916  5.230  0.075
H  5.109  4.548  1.691
H  4.412  6.137  1.512
Sn  -0.531  -2.189  -3.222